Density functional theory data (ωB97M-V with the def2-TZVPD basis set) for a 8-piece molecular cluster, C24H64O24S8 overall at a distorted geometry.

Structure (XYZ):
```
120
Properties=species:S:1:pos:R:3:forces:R:3
O 10.130000 29.550000 15.514000 1.807 -0.569 1.010
S 9.374000 29.708000 14.335000 -2.839 -1.774 0.088
O 9.935000 30.207000 13.134000 0.387 0.292 -0.550
O 8.572000 28.282000 14.010000 1.672 1.007 -0.314
C 9.412000 27.092000 13.706000 -4.808 -0.822 -1.375
C 8.569000 25.828000 14.117000 0.831 -0.480 1.836
C 8.009000 30.669000 14.917000 -0.966 1.498 -3.433
H 10.234000 27.051000 14.283000 2.905 0.409 2.159
H 9.719000 26.953000 12.648000 -0.456 0.808 0.406
H 9.449000 25.137000 14.014000 -0.939 -0.252 0.626
H 7.806000 25.390000 13.416000 0.496 1.134 0.690
H 8.179000 25.824000 15.314000 1.189 0.080 -3.618
H 7.254000 30.813000 14.002000 1.767 0.136 2.060
H 8.512000 31.599000 15.285000 -0.712 -0.589 -0.589
H 7.466000 30.222000 15.701000 -0.236 -0.871 0.929
O 10.539000 25.254000 7.601000 -2.002 -1.992 -0.304
S 11.322000 26.383000 7.371000 2.159 3.087 1.568
O 10.844000 27.729000 7.280000 -0.662 -0.590 -0.470
O 12.304000 26.437000 8.743000 1.571 0.361 -4.560
C 11.643000 26.561000 9.906000 -4.730 -2.878 2.738
C 12.596000 26.393000 10.984000 2.800 2.139 2.072
C 12.427000 26.082000 6.024000 2.398 4.936 -0.631
H 10.974000 25.633000 10.014000 0.242 1.122 -0.330
H 10.968000 27.355000 10.098000 -0.386 1.554 -0.789
H 13.328000 27.181000 10.734000 1.019 -0.890 -0.552
H 12.893000 25.361000 10.808000 1.137 0.169 1.114
H 12.567000 26.837000 12.067000 -1.545 -1.737 -1.756
H 13.214000 25.469000 6.374000 0.467 -1.340 -0.259
H 13.033000 27.153000 5.668000 -1.600 -2.547 1.934
H 11.996000 26.035000 5.040000 -0.869 -1.386 0.077
O 15.660000 21.546000 9.193000 1.781 -2.588 2.879
S 15.632000 22.435000 8.137000 -4.070 1.482 -6.495
O 15.956000 22.153000 6.726000 0.504 -0.336 2.650
O 13.991000 22.744000 8.030000 1.717 0.827 0.836
C 13.159000 21.592000 7.724000 3.873 -1.019 -0.408
C 11.829000 22.005000 7.938000 -5.915 -1.400 1.925
C 16.338000 23.977000 8.433000 3.272 -3.415 6.998
H 13.370000 20.691000 8.320000 0.493 0.558 0.377
H 13.504000 21.301000 6.704000 -1.092 0.176 0.327
H 11.420000 22.496000 8.881000 1.755 -0.363 -0.631
H 11.144000 21.052000 8.029000 1.169 1.514 -0.809
H 11.427000 22.635000 7.202000 -0.522 0.732 -1.328
H 15.977000 24.390000 9.402000 -0.156 -0.590 -0.362
H 16.039000 24.648000 7.775000 -0.098 2.863 -3.777
H 17.482000 23.600000 8.836000 -2.793 1.651 -2.117
O 15.733000 28.487000 15.885000 1.808 -0.026 -0.457
S 16.825000 29.456000 15.947000 -0.991 0.051 0.034
O 16.955000 30.128000 17.200000 0.835 -0.205 0.287
O 18.300000 28.899000 15.423000 -3.119 1.988 -1.497
C 18.983000 28.054000 16.289000 -3.046 -5.970 1.020
C 19.917000 27.110000 15.431000 0.607 0.445 7.819
C 16.358000 30.688000 14.772000 0.848 3.568 2.231
H 18.192000 27.250000 16.763000 1.589 1.922 -0.956
H 19.231000 28.623000 17.123000 1.769 0.736 1.322
H 19.389000 26.508000 14.844000 -1.982 -2.460 -2.375
H 20.681000 26.581000 16.141000 -1.826 0.527 -1.244
H 20.444000 27.819000 15.041000 3.621 3.609 -3.734
H 16.279000 30.356000 13.834000 0.620 -1.660 -3.811
H 16.889000 31.742000 14.794000 -0.634 -2.526 0.268
H 15.302000 30.887000 14.932000 -0.101 -0.049 1.002
O 20.116000 23.891000 14.765000 0.880 0.235 0.581
S 19.957000 22.499000 15.047000 -5.891 -0.186 2.252
O 19.189000 22.083000 16.309000 3.280 0.992 -3.785
O 18.965000 22.009000 13.795000 2.231 -0.581 0.805
C 17.617000 22.490000 13.746000 -0.691 -2.626 -0.336
C 17.182000 22.288000 12.310000 1.306 4.019 -1.519
C 21.438000 21.619000 14.705000 0.945 0.128 0.502
H 17.571000 23.496000 14.048000 -0.231 1.173 0.699
H 16.979000 21.777000 14.319000 0.498 0.919 0.347
H 17.656000 23.217000 11.680000 -0.938 -2.140 1.213
H 16.104000 22.434000 12.172000 0.279 -0.614 0.116
H 17.650000 21.414000 11.906000 -0.365 -0.698 -0.271
H 22.297000 21.995000 15.417000 -1.949 -0.875 -1.412
H 21.645000 21.813000 13.646000 0.174 0.281 0.342
H 21.175000 20.563000 14.763000 0.369 -0.011 0.488
O 12.511000 25.473000 14.034000 -1.024 0.831 0.105
S 13.733000 24.781000 14.163000 3.505 -2.343 0.834
O 14.055000 24.059000 15.400000 -0.871 0.790 -1.641
O 13.846000 23.745000 12.898000 0.704 1.009 0.699
C 12.797000 22.766000 12.825000 2.049 -0.896 1.871
C 12.996000 21.830000 11.698000 5.050 1.534 -1.223
C 15.210000 25.808000 13.813000 -4.854 -2.037 1.297
H 11.929000 23.300000 12.824000 -2.764 1.291 -0.491
H 12.797000 22.222000 13.802000 0.186 0.117 -0.719
H 14.160000 21.637000 11.424000 -2.365 0.520 1.235
H 12.700000 22.115000 10.731000 -1.215 0.560 -0.981
H 12.673000 20.933000 12.011000 -1.524 -3.371 0.516
H 15.146000 26.514000 14.521000 -0.123 2.799 2.727
H 15.069000 26.201000 12.925000 -0.760 2.087 -4.517
H 16.075000 25.351000 13.851000 4.068 -2.967 0.457
O 18.129000 25.124000 17.869000 -1.587 -0.059 -1.041
S 17.248000 24.457000 18.796000 2.958 2.243 3.164
O 18.026000 23.863000 19.869000 -1.778 -0.038 -0.494
O 16.314000 25.659000 19.566000 0.533 -1.048 -3.275
C 15.741000 26.638000 18.582000 0.130 2.461 1.404
C 14.537000 27.351000 19.397000 0.059 -1.242 -3.783
C 16.269000 23.184000 18.121000 2.087 -1.205 1.427
H 15.463000 26.273000 17.660000 -1.825 -2.578 -1.521
H 16.454000 27.322000 17.928000 -0.301 -0.459 3.028
H 13.848000 26.534000 19.780000 0.975 1.353 -0.056
H 13.969000 28.060000 18.692000 0.688 -1.361 0.747
H 15.011000 28.023000 20.036000 0.415 0.590 1.957
H 16.980000 22.553000 17.573000 -0.279 0.215 0.052
H 15.366000 23.297000 17.708000 -2.904 1.892 -3.058
H 15.815000 22.660000 18.934000 0.864 -0.729 1.430
O 10.528000 23.033000 18.286000 -0.261 -1.449 -0.552
S 10.073000 23.397000 16.974000 -2.036 4.653 3.767
O 8.663000 23.739000 16.780000 1.727 -1.274 -0.100
O 10.851000 24.835000 16.781000 0.989 -4.281 -5.990
C 10.743000 25.755000 17.716000 3.804 2.088 3.995
C 11.431000 27.138000 17.384000 -0.675 -1.953 2.953
C 10.600000 22.444000 15.693000 -3.092 -3.861 1.717
H 11.311000 25.312000 18.623000 -0.987 1.137 -0.743
H 9.780000 25.815000 17.932000 -4.501 0.947 1.533
H 11.102000 27.614000 16.514000 -0.292 0.385 -1.526
H 12.429000 26.692000 17.370000 0.535 1.556 -0.262
H 11.176000 27.874000 18.257000 0.972 -1.542 -1.388
H 9.976000 21.448000 15.699000 0.249 2.114 0.328
H 11.480000 21.974000 15.807000 3.874 -0.340 0.048
H 10.282000 22.958000 14.899000 -0.313 1.785 -3.701
```
Forces are in eV/Å.

Summary:
* E_tot: -161729.2925 eV
* energy above the lowest of the compared OMol25 structures with the same formula, charge and spin: 356.5 kcal per mole
* max |F|: 8.446 eV/A

Density functional theory data (ωB97M-V with the def2-TZVPD basis set) for a 6-piece molecular cluster, C24H65N2O11P3 overall at a distorted geometry.

Structure (XYZ):
```
105
Properties=species:S:1:pos:R:3:forces:R:3
C 0.657509 -2.537932 2.562973 0.714 0.298 -0.035
C 1.831213 -1.552317 1.969934 -2.105 3.443 -2.722
N 1.452248 -0.573891 1.042044 1.680 -4.301 3.980
C 3.416609 -1.565791 2.390327 -0.808 0.898 -1.831
P 3.794555 -2.354493 4.091444 0.118 -1.229 -0.758
P 2.513572 -0.937786 5.202197 0.190 2.722 2.996
N 3.410963 -0.067588 6.255535 -1.132 -1.289 0.001
P 4.954683 -3.989377 3.149202 2.357 -1.887 -1.216
C 3.789505 -5.500433 2.988735 -1.136 -0.881 1.207
O 6.197390 -4.487600 4.268531 -2.436 -1.196 0.230
H 0.872024 -2.871330 3.668435 -0.402 0.615 -2.118
H -0.365420 -1.936417 2.532576 2.254 -1.447 -0.020
H 0.626220 -3.499266 1.889427 -0.102 1.859 1.344
H 0.431488 -0.641773 0.836290 0.838 -0.208 0.380
H 4.000479 -2.072357 1.500170 -1.091 0.874 1.937
H 3.783889 -0.435154 2.431266 -0.891 -2.361 -0.055
H 5.010907 -1.876589 4.763601 -0.933 -0.002 -0.165
H 2.984564 -3.413362 4.709953 -0.164 0.385 0.235
H 1.745446 -0.073161 4.321308 0.122 -0.661 0.251
H 1.566040 -1.690791 5.993612 0.070 0.002 -1.062
H 3.098645 -0.287941 7.235836 0.487 0.404 -1.355
H 4.406371 -6.507733 2.958640 -1.149 2.180 -0.143
H 3.105062 -5.573959 3.962410 1.229 0.094 -1.819
H 3.047110 -5.450895 2.074805 1.738 0.046 1.699
H 5.891385 -5.261779 4.846631 0.423 1.619 -0.880
C -2.516952 2.281546 -1.795416 -0.053 -0.129 0.126
O -1.718548 1.104600 -1.740721 0.061 0.287 -0.313
C -1.115595 0.800739 -3.002632 0.382 -0.134 0.481
C 0.360608 1.209085 -3.022241 -0.364 0.262 -0.469
O 0.507455 2.630682 -2.971561 -0.070 -0.249 0.418
C 0.873293 3.087371 -1.672936 0.043 0.103 -0.219
H -2.770258 2.572408 -0.772743 0.064 -0.138 -0.058
H -1.986678 3.112691 -2.269830 -0.030 -0.086 -0.038
H -3.444043 2.074254 -2.340028 0.024 0.155 -0.057
H -1.666179 1.274288 -3.823798 0.102 0.053 0.082
H -1.182588 -0.284062 -3.134527 0.034 0.031 -0.043
H 0.802779 0.878147 -3.969300 -0.073 -0.036 0.033
H 0.913985 0.727578 -2.208350 -0.126 0.054 0.037
H 1.921431 2.838586 -1.476999 -0.043 -0.015 0.140
H 0.238385 2.655174 -0.895552 0.034 -0.052 -0.029
H 0.761523 4.174039 -1.647552 0.010 -0.113 -0.126
C 4.182075 -7.912157 6.065507 0.144 0.032 -0.064
O 4.270787 -6.542821 6.443255 -0.255 -0.223 0.049
C 3.065716 -6.071024 7.054412 0.509 0.285 0.303
C 3.212820 -5.991629 8.577029 -0.470 -0.444 -0.163
O 3.334855 -7.293499 9.156094 0.394 0.291 -0.253
C 4.681160 -7.603665 9.502636 -0.190 -0.098 0.102
H 5.184426 -8.262396 5.806180 -0.078 0.147 0.019
H 3.797653 -8.535603 6.878277 -0.017 0.098 -0.046
H 3.538064 -8.011813 5.185514 -0.044 -0.111 0.032
H 2.212303 -6.699050 6.773384 0.110 -0.019 0.101
H 2.884519 -5.063862 6.665220 -0.029 0.014 0.032
H 2.303262 -5.543210 8.993659 0.062 0.008 -0.068
H 4.058969 -5.355212 8.858989 -0.007 -0.081 -0.127
H 4.972719 -7.035046 10.391762 0.121 -0.008 -0.051
H 5.371994 -7.390056 8.683280 -0.025 0.050 0.017
H 4.738358 -8.669740 9.735440 -0.129 0.129 -0.011
C -5.696592 4.234415 2.630622 0.072 0.122 -0.145
O -4.503127 5.009714 2.616694 -0.104 -0.324 0.393
C -3.876568 5.061486 3.902404 0.404 -0.010 -0.541
C -2.675684 4.113033 3.970400 -0.484 -0.127 0.468
O -3.089322 2.745425 3.910192 0.069 0.270 -0.460
C -2.881328 2.177160 2.620758 -0.018 -0.103 0.248
H -6.004866 4.060132 1.596592 0.106 0.118 0.091
H -5.547655 3.264731 3.114969 0.014 0.079 0.023
H -6.490381 4.787104 3.143950 -0.053 -0.108 0.033
H -4.597525 4.841802 4.698435 0.093 -0.093 -0.080
H -3.522857 6.088016 4.043111 0.014 -0.040 0.028
H -2.175118 4.250744 4.936021 -0.028 0.033 -0.072
H -1.949339 4.338999 3.181821 -0.145 0.010 -0.017
H -1.812207 1.999462 2.464931 0.000 0.018 -0.141
H -3.270033 2.818348 1.825765 0.033 0.032 0.031
H -3.404362 1.218636 2.580092 0.047 0.107 0.115
C -6.331340 5.306789 -6.398546 0.072 0.125 -0.147
O -5.137875 6.082088 -6.412474 -0.102 -0.328 0.401
C -4.511317 6.133860 -5.126764 0.399 -0.010 -0.546
C -3.310433 5.185407 -5.058768 -0.483 -0.118 0.471
O -3.724071 3.817799 -5.118975 0.080 0.247 -0.450
C -3.516076 3.249534 -6.408410 -0.054 -0.095 0.242
H -6.639615 5.132506 -7.432576 0.106 0.120 0.093
H -6.182403 4.337105 -5.914199 0.013 0.077 0.025
H -7.125129 5.859478 -5.885219 -0.053 -0.109 0.033
H -5.232274 5.914176 -4.330733 0.092 -0.093 -0.077
H -4.157605 7.160390 -4.986057 0.015 -0.042 0.029
H -2.809865 5.323118 -4.093147 -0.017 0.030 -0.066
H -2.584087 5.411373 -5.847347 -0.143 0.007 -0.012
H -2.446955 3.071836 -6.564238 0.012 0.008 -0.123
H -3.904781 3.890722 -7.203403 0.039 0.035 0.033
H -4.039110 2.291010 -6.449076 0.062 0.098 0.124
C -0.008624 -0.229465 -10.135773 0.169 0.079 -0.086
O 0.736546 0.919355 -9.747729 -0.415 -0.163 0.297
C 0.054089 1.698731 -8.760243 0.693 -0.040 0.035
C 0.637174 1.455816 -7.364782 -0.668 -0.123 -0.069
O 0.368356 0.125768 -6.913361 0.399 0.090 -0.265
C 1.505793 -0.723062 -7.033998 -0.203 -0.024 0.133
H 0.645517 -0.881805 -10.719879 -0.009 0.180 0.049
H -0.373179 -0.790876 -9.270339 -0.008 0.078 -0.022
H -0.853034 0.072615 -10.764095 -0.064 -0.100 0.038
H -1.023175 1.496485 -8.777651 0.097 -0.069 0.079
H 0.203030 2.750367 -9.025867 -0.018 -0.013 0.048
H 0.147651 2.135739 -6.657656 0.052 0.008 -0.042
H 1.711844 1.668281 -7.343782 -0.078 -0.055 -0.108
H 2.239661 -0.466927 -6.262823 0.103 -0.039 -0.073
H 1.965949 -0.649122 -8.022439 -0.006 0.058 0.029
H 1.181549 -1.754928 -6.878744 -0.063 0.158 0.037
```
Forces are in eV/Å.

Summary:
* E_tot: -79298.5306 eV
* max |F|: 6.096 eV/A